{"formula": "C11H15N", "method": "ωB97M-V with the def2-TZVPD basis set", "e_above_lowest_kcal_mol": 88.4, "total_charge": 0, "largest_force_ev_per_a": 5.12, "lumo_energy_ha": 0.030, "smiles": "CCN1c2ccccc2C1(C)C", "homo_energy_ev": -7.219, "species": ["N", "C", "C", "C", "C", "C", "C", "C", "C", "C", "C", "C", "H", "H", "H", "H", "H", "H", "H", "H", "H", "H", "H", "H", "H", "H", "H"], "xyz": [[-0.287, -0.276, -0.253], [2.780, 1.174, 0.245], [-0.987, 1.764, -1.286], [-0.349, 1.187, -0.108], [1.043, -0.469, -0.244], [-0.785, 1.917, 1.137], [1.500, 0.888, -0.088], [-1.330, -2.374, 0.397], [3.358, -1.157, -0.022], [3.768, 0.166, 0.274], [1.988, -1.461, -0.315], [-1.471, -1.080, -0.409], [-1.831, 2.190, 1.162], [1.657, -2.468, -0.451], [-0.368, 1.503, -2.199], [-0.962, 2.841, -1.232], [-0.192, 2.902, 1.208], [3.093, 2.194, 0.632], [4.829, 0.426, 0.585], [4.073, -1.982, -0.208], [-1.471, -1.169, -1.499], [-2.031, 1.442, -1.561], [-0.581, 1.285, 2.113], [-2.080, -3.007, 0.071], [-0.295, -2.918, 0.184], [-2.269, -0.515, -0.081], [-1.427, -2.161, 1.375]], "nbo_charge": [-0.448, -0.233, -0.668, 0.227, 0.176, -0.653, -0.021, -0.586, -0.177, -0.284, -0.325, -0.201, 0.209, 0.204, 0.227, 0.220, 0.234, 0.214, 0.220, 0.214, 0.189, 0.223, 0.224, 0.207, 0.204, 0.198, 0.206]}

{"formula": "C11H15N", "method": "ωB97M-V with the def2-TZVPD basis set", "e_above_lowest_kcal_mol": 16.6, "total_charge": 0, "largest_force_ev_per_a": 2.04, "lumo_energy_ha": 0.035, "smiles": "Cc1c[nH]c2ccccc12.CC", "homo_energy_ev": -7.993, "species": ["N", "C", "C", "C", "C", "C", "C", "C", "C", "C", "C", "C", "H", "H", "H", "H", "H", "H", "H", "H", "H", "H", "H", "H", "H", "H", "H"], "xyz": [[-0.989, 0.372, 1.231], [1.397, 1.006, 1.112], [2.633, 0.570, 0.712], [0.437, -1.050, 0.159], [-1.278, -2.883, -0.544], [-2.096, 2.045, -1.583], [-1.743, -0.669, 0.631], [2.858, -0.658, 0.040], [1.715, -1.394, -0.247], [0.315, 0.165, 0.890], [-0.988, 3.051, -1.353], [-0.907, -1.570, 0.042], [-2.323, -3.140, -0.687], [-2.688, 2.444, -2.404], [-0.681, -3.654, -0.091], [1.847, -2.343, -0.761], [1.163, 1.986, 1.508], [-1.325, 3.869, -0.718], [-0.577, 3.433, -2.296], [-2.776, 1.756, -0.788], [-1.673, 1.091, -1.936], [-2.812, -0.701, 0.568], [3.530, 1.170, 0.818], [3.825, -1.014, -0.305], [-0.133, 2.558, -0.901], [-1.413, 1.283, 1.250], [-1.083, -2.857, -1.632]], "nbo_charge": [-0.561, -0.281, -0.203, -0.140, -0.643, -0.617, -0.041, -0.248, -0.175, 0.235, -0.616, -0.067, 0.226, 0.205, 0.222, 0.202, 0.214, 0.201, 0.211, 0.197, 0.211, 0.212, 0.209, 0.220, 0.206, 0.402, 0.216]}

{"formula": "C11H15N", "method": "ωB97M-V with the def2-TZVPD basis set", "e_above_lowest_kcal_mol": 26.4, "total_charge": 0, "largest_force_ev_per_a": 2.33, "lumo_energy_ha": 0.033, "smiles": "Cc1c[nH]c2ccccc12.CC", "homo_energy_ev": -7.765, "species": ["N", "C", "C", "C", "C", "C", "C", "C", "C", "C", "C", "C", "H", "H", "H", "H", "H", "H", "H", "H", "H", "H", "H", "H", "H", "H", "H"], "xyz": [[-2.212, 1.025, -0.678], [-1.127, -0.722, 2.430], [-0.475, -1.380, -2.868], [-0.025, -2.219, -1.854], [-1.088, -0.163, -2.591], [-1.327, 0.075, -1.255], [3.132, 1.418, 0.345], [1.848, 1.490, 1.138], [-0.969, -0.793, -0.209], [-1.543, -0.349, 0.999], [-0.184, -1.911, -0.497], [-2.266, 0.778, 0.667], [3.304, 2.128, -0.463], [0.086, -2.581, 0.307], [-2.858, 1.365, 1.351], [-1.286, 0.672, -3.248], [3.121, 0.428, -0.102], [2.029, 1.790, 2.158], [-0.177, -1.668, -3.885], [-0.815, -1.769, 2.531], [4.091, 1.401, 0.951], [1.301, 0.556, 1.230], [-0.291, -0.189, 2.909], [0.748, -2.979, -2.083], [-2.270, 1.941, -1.100], [-2.022, -0.685, 3.035], [1.276, 2.341, 0.780]], "nbo_charge": [-0.539, -0.637, -0.224, -0.233, -0.226, 0.133, -0.621, -0.622, -0.097, -0.093, -0.196, -0.007, 0.208, 0.213, 0.209, 0.214, 0.209, 0.202, 0.214, 0.212, 0.201, 0.215, 0.219, 0.212, 0.406, 0.220, 0.208]}

{"formula": "C11H15N", "method": "ωB97M-V with the def2-TZVPD basis set", "e_above_lowest_kcal_mol": 73.4, "total_charge": 0, "largest_force_ev_per_a": 5.70, "lumo_energy_ha": 0.030, "smiles": "Cc1c[nH]c2ccccc12.CC", "homo_energy_ev": -7.810, "species": ["N", "C", "C", "C", "C", "C", "C", "C", "C", "C", "C", "C", "H", "H", "H", "H", "H", "H", "H", "H", "H", "H", "H", "H", "H", "H", "H"], "xyz": [[-1.438, 1.623, 1.833], [-2.450, 1.491, -1.739], [-0.070, 1.523, 2.099], [-1.515, 1.566, 0.510], [1.367, -3.388, -0.597], [-0.054, 1.558, -1.511], [-0.164, 1.517, -0.141], [-2.587, 1.707, -0.362], [2.230, 1.603, 1.138], [-1.214, 1.563, -2.397], [0.761, 1.441, 0.980], [0.550, -4.235, 0.262], [0.755, -3.256, -1.529], [1.019, -4.463, 1.157], [2.369, -3.416, -0.946], [-2.249, 1.527, 2.462], [2.630, 2.610, 1.270], [0.906, 1.601, -2.119], [0.268, -5.078, -0.355], [-0.275, -3.675, 0.292], [-0.990, 1.535, -3.392], [1.495, -2.351, -0.191], [0.174, 1.624, 3.102], [2.649, 1.257, 2.005], [-3.671, 1.408, 0.195], [2.934, 1.317, 0.283], [-3.431, 1.391, -2.309]], "nbo_charge": [-0.534, -0.216, -0.020, 0.155, -0.608, -0.195, -0.095, -0.244, -0.644, -0.244, -0.078, -0.601, 0.193, 0.202, 0.212, 0.425, 0.220, 0.215, 0.198, 0.209, 0.211, 0.195, 0.196, 0.223, 0.190, 0.221, 0.215]}

{"formula": "C11H15N", "method": "ωB97M-V with the def2-TZVPD basis set", "e_above_lowest_kcal_mol": 23.1, "total_charge": 0, "largest_force_ev_per_a": 2.45, "lumo_energy_ha": 0.036, "smiles": "Cc1c[nH]c2ccccc12.CC", "homo_energy_ev": -7.791, "species": ["N", "C", "C", "C", "C", "C", "C", "C", "C", "C", "C", "C", "H", "H", "H", "H", "H", "H", "H", "H", "H", "H", "H", "H", "H", "H", "H"], "xyz": [[-2.889, 1.233, 0.922], [-2.729, -1.284, 1.188], [-0.675, 1.660, 0.747], [-2.248, 0.018, 1.149], [0.679, 2.252, 0.563], [-1.823, -2.358, 1.251], [-0.492, -2.066, 0.898], [0.033, -0.794, 0.760], [-1.915, 2.203, 0.727], [-0.872, 0.242, 0.928], [2.073, 0.043, -2.189], [3.007, -1.122, -1.773], [2.229, 0.045, -3.271], [-3.847, 1.423, 1.178], [1.044, -0.178, -1.932], [1.028, -0.691, 0.357], [3.647, -1.542, -2.550], [2.524, 0.923, -1.746], [3.662, -0.798, -0.965], [-2.192, -3.368, 1.323], [-3.783, -1.482, 1.006], [2.444, -1.978, -1.388], [0.049, -2.974, 0.632], [0.978, 2.820, 1.439], [-2.088, 3.269, 0.740], [1.429, 1.528, 0.264], [0.728, 2.974, -0.259]], "nbo_charge": [-0.535, -0.224, -0.085, 0.120, -0.633, -0.223, -0.220, -0.226, -0.030, -0.072, -0.628, -0.614, 0.211, 0.411, 0.219, 0.219, 0.205, 0.206, 0.199, 0.214, 0.209, 0.202, 0.206, 0.220, 0.210, 0.220, 0.218]}